55
Properties=species:S:1:pos:R:3:mulliken_charge:R:1 method="wB97M-V/def2-TZVPD" e_above_lowest_ev=3.778 charge=-1 largest_force_ev_per_a=7.3
C -1.43662 0.43654 0.36382 -0.005
O -1.66249 -0.64532 -0.50314 -0.477
C -0.12407 0.96763 -0.04575 1.144
C 1.02254 0.16489 0.62011 3.083
C 1.85907 1.03334 1.54107 -2.447
C 1.91016 -0.30063 -0.36089 -1.370
N -0.03118 2.38185 0.38580 -0.703
H -2.33100 1.22936 0.31310 0.286
H -1.54887 0.15380 1.41341 -0.275
H 0.09425 1.01410 -1.11107 -0.769
H 0.59886 -0.73122 1.17852 -1.082
H 2.74727 0.60883 1.92479 0.656
H 2.19252 1.99133 1.00458 0.292
H 1.28290 1.32146 2.41990 0.351
H 2.06821 0.45522 -1.18110 -0.477
H 1.54625 -1.30718 -0.84261 0.127
H 2.91579 -0.53138 -0.03128 0.688
H -0.33689 2.46613 1.40818 0.198
H -0.62500 2.84824 -0.21623 0.391
H -2.90006 2.62378 2.43273 0.314
H -2.15700 1.86565 3.63089 0.323
O -2.32545 2.73301 3.19661 -0.670
H -0.03884 0.05944 -3.04152 0.258
H 1.04899 0.38625 -3.98420 0.273
O 0.64403 0.69971 -3.16784 -0.617
H -3.21180 -0.89452 1.88884 0.332
H -3.40817 -1.10291 0.28582 0.356
O -3.91515 -0.88301 1.17876 -0.680
H 3.85642 2.38166 -0.60249 0.461
H 4.11156 1.45761 0.42675 0.272
O 4.52947 1.76091 -0.32045 -0.692
H -0.53556 -3.38901 3.51076 0.225
H -0.52781 -2.65862 1.97789 0.404
O -0.44229 -2.55161 2.99976 -0.704
H -0.45596 1.90016 -3.54471 0.481
H -1.86525 1.71638 -3.49048 0.289
O -1.26859 2.40964 -3.65799 -0.714
H -1.24199 -1.90143 -2.99663 0.440
H -1.82527 -0.59070 -2.37601 0.350
O -1.59376 -0.96483 -3.17646 -0.862
H 0.57139 -0.40432 4.51217 0.288
H -0.32483 -0.81310 3.51747 0.267
O -0.23789 -0.17326 4.17350 -0.540
H 2.63325 -2.54880 -0.17082 0.409
H 1.22606 -3.22342 0.04896 0.395
O 2.05120 -3.36084 -0.24639 -0.740
H 0.23008 -3.33922 -2.40643 0.283
H -0.62718 -3.07791 -1.06408 0.320
O -0.58366 -3.22585 -2.07723 -0.756
H 1.69493 3.20567 -0.36391 0.315
H 2.27770 2.49836 -1.65407 0.371
O 2.28231 3.29127 -1.12522 -0.812
H -1.21082 -3.39649 0.54357 0.123
H -1.10453 -1.46366 -0.26835 0.605
O -0.47619 -2.75146 0.41321 -0.981